No. 1
Below is C7H6O3 as an isolated structure, with properties calculated with the ωB97M-V functional and the def2-TZVPD basis.

Summary:
- Highest occupied orbital energy: -9.604 eV
- Energy above the lowest of the compared OMol25 structures with the same formula, charge and spin: 1.7727 eV
- Max |F|: 3.99 eV Å⁻¹
- E_LUMO: -0.006 hartree

Element x y z (Å)
C  -1.20470  0.57709  0.69271
C  -0.69670  1.84257  0.47225
C  -1.09440  -0.44789  -0.20507
C  0.05673  2.14845  -0.66267
C  -0.18542  -0.19756  -1.16809
C  0.37669  1.04983  -1.42449
C  0.45519  -0.61208  -2.41459
O  1.06715  0.61510  -2.62494
O  0.69855  -1.61786  -3.03594
O  -0.28821  -3.59208  -0.71629
H  -1.72100  0.44134  1.68319
H  -0.80479  2.51551  1.36362
H  -1.52253  -1.48325  -0.02347
H  0.53124  3.16764  -0.84237
H  -0.33611  -3.04314  -1.44754
H  -0.64403  -4.50198  -0.85334

No. 2
Below is one molecule with the formula C7H6O4, with properties calculated with the ωB97M-V functional and the def2-TZVPD basis.

Summary:
- Highest occupied orbital energy: -8.600 eV
- Energy above the lowest of the compared OMol25 structures with the same formula, charge and spin: 0.6758 eV
- Max |F|: 2.76 eV Å⁻¹
- SMILES: O=C(O)c1cccc(O)c1O
- E_LUMO: 0.017 hartree

Element x y z (Å)
C  -1.27784  1.05300  -1.10229
C  -0.31165  0.07872  -0.60414
C  -0.57933  -1.27469  -0.91610
C  -0.00667  -2.24127  -0.14474
C  0.91245  -1.96343  0.83290
C  1.31756  -0.69091  1.02111
C  0.65413  0.33067  0.35506
H  -2.53846  1.73564  -2.19924
H  -1.40416  -1.52579  -1.68570
H  -0.36759  -3.18708  -0.40664
H  1.30594  -2.60736  1.59794
H  2.28798  0.50734  1.92478
H  0.30945  2.10562  0.79407
O  -2.01640  0.85081  -2.22106
O  -1.48612  2.05246  -0.43187
O  2.07159  -0.45062  2.08371
O  0.95030  1.44973  0.98473

No. 3
Below is one molecule with the formula C7H6O4S, with properties calculated with the ωB97M-V functional and the def2-TZVPD basis.

Summary:
- 2S+1: 3
- Highest occupied orbital energy (alpha / beta): -9.012 / -9.580 eV
- Energy above the lowest of the compared OMol25 structures with the same formula, charge and spin: 0.0000 eV
- Max |F|: 0.97 eV Å⁻¹
- Expectation value of S²: 2.02
- E_LUMO (alpha / beta): 0.021 / -0.068 hartree

Element x y z (Å)
C  0.05227  -1.65464  -1.09013
C  -0.53798  -1.95759  0.04705
C  1.41222  1.75364  -0.48575
C  -0.17047  -0.17521  -1.37739
C  -1.20410  -0.70583  0.59189
C  1.10478  0.56862  -1.21389
C  -0.42093  -0.08887  1.68157
O  2.33659  2.47877  -0.80309
O  -0.25147  2.16044  2.88964
O  0.71067  2.12486  0.62176
O  -1.21704  0.20214  -0.50287
S  -0.56326  1.67593  1.57065
H  0.62769  -2.27524  -1.74821
H  -0.56782  -2.88038  0.58938
H  -0.54238  -0.03371  -2.40352
H  -2.24976  -0.90321  0.86834
H  1.88843  0.26436  -1.89273
H  -0.40745  -0.55409  2.65730

Q: Which of these has the highest max |F|?
A: C7H6O3